No. 1
A cluster of 2 separate species, C4H12N4 in total. Source: OMol25; level of theory: ωB97M-V/def2-TZVPD.

Structure (XYZ):
```
20
Properties=species:S:1:pos:R:3:forces:R:3
C -2.376 -1.398 0.689 0.53 -1.55 0.08
C -0.943 1.551 -0.300 1.93 0.17 0.59
C -0.792 0.066 -0.509 -2.97 -1.87 1.98
N -1.131 -0.732 0.482 0.15 3.11 -1.18
H -0.869 -0.263 -1.548 -0.02 0.03 -0.48
H -2.573 -1.407 1.765 -0.18 0.11 -0.05
H -3.231 -0.917 0.197 0.23 -0.12 -0.08
H -2.312 -2.466 0.422 -0.48 0.01 -0.27
H -1.947 1.870 -0.582 0.00 -0.32 -0.54
H -0.168 2.112 -0.821 -0.22 0.35 -0.37
H -0.880 1.818 0.755 0.17 -0.33 0.09
N 1.435 -0.494 -0.497 -0.07 -0.22 1.39
N 2.390 0.160 -1.308 0.27 1.36 -0.21
C 1.389 -0.279 0.976 1.94 0.45 -1.90
N 1.717 0.804 1.542 -0.03 -0.65 0.17
H 1.376 -1.471 -0.764 -0.09 0.10 0.31
H 2.840 0.971 -0.898 -0.09 -0.62 -0.11
H 2.865 -0.301 -2.082 -0.42 -0.18 0.97
H 2.065 1.544 0.936 -0.24 -0.10 -0.20
H 1.145 -1.169 1.546 -0.40 0.29 -0.18
```
Positions in Å, forces in eV/Å.

Computed properties:
M = 116.17 g/mol
relative energy (zero: lowest compared OMol25 entry of this formula, charge and spin) = 124.1 kcal/mol
E_HOMO = -7.04 eV
electronic energy = -378.44056 hartree
net charge = 0
SMILES = [H]/N=C\NN.C/C=N/C



No. 2
An isolated molecule of C4H12N4O. Source: OMol25; level of theory: ωB97M-V/def2-TZVPD.

Structure (XYZ):
```
21
Properties=species:S:1:pos:R:3:forces:R:3
C 1.361 -0.541 -2.014 0.15 0.34 0.11
N 1.046 -0.326 -0.601 -1.15 1.78 0.27
C -0.127 -2.025 0.584 -0.11 0.12 0.12
N -0.320 -0.879 -0.141 -0.12 0.21 0.10
H 1.758 -0.689 0.045 0.02 0.16 0.05
H 2.391 -0.241 -2.208 -0.07 -0.03 -0.08
H 0.672 0.052 -2.612 0.01 -0.01 0.10
H 1.227 -1.597 -2.243 -0.01 -0.04 0.20
H 0.334 -1.952 1.575 -0.18 -0.03 0.02
H -0.782 -2.862 0.372 0.15 0.07 -0.04
C -1.965 1.008 -0.091 0.05 0.00 -0.02
C -0.652 0.527 0.485 -0.02 -0.91 0.13
N -0.664 0.606 1.911 0.14 0.11 -0.26
O 1.434 1.650 0.818 -0.43 -0.12 -0.51
N 0.509 1.203 -0.148 1.38 -1.48 -0.29
H 1.800 2.441 0.402 0.01 -0.08 0.07
H -1.360 -0.047 2.258 0.05 0.01 -0.04
H 0.232 0.344 2.307 -0.07 -0.05 0.02
H -1.925 1.006 -1.180 0.04 -0.02 0.04
H -2.212 2.009 0.267 0.04 -0.07 0.02
H -2.754 0.313 0.214 0.11 0.05 0.01
```
Positions in Å, forces in eV/Å.

Computed properties:
M = 132.17 g/mol
relative energy (zero: lowest compared OMol25 entry of this formula, charge and spin) = 176.2 kcal/mol
E_HOMO = -6.18 eV
electronic energy = -453.62135 hartree
net charge = 0



Lowest unoccupied orbital energy in eV, matching the order above: 0.84, 0.55
HOMO-LUMO gap in eV, matching the order above: 7.882, 6.728